{"formula": "C3H8NO3S2", "method": "ωB97M-V with the def2-TZVPD basis set", "symbols": ["S", "S", "O", "O", "O", "N", "C", "C", "C", "H", "H", "H", "H", "H", "H", "H", "H"], "xyz": [[0.1445, 1.7543, -1.2236], [0.6400, 1.9178, 0.7376], [-2.4786, -0.9534, 0.3438], [-0.7053, -1.4152, -0.9672], [1.6361, -2.2440, -1.9861], [1.0346, -1.1875, 1.2053], [-1.2708, -1.0867, 0.1016], [-0.3278, -0.6772, 1.3294], [-0.4257, 0.7965, 1.7298], [0.0005, 0.8546, 2.7370], [0.9338, -2.1833, 1.0436], [-1.4500, 1.1168, 1.9190], [-0.7443, -1.1639, 2.2196], [1.5872, -3.0100, -1.3935], [1.5558, -0.7977, 0.4354], [0.7545, -1.8551, -1.7210], [0.3111, 0.4360, -1.3703]], "forces_ev_per_angstrom": [[-0.545, 0.290, -0.353], [0.121, -0.055, 0.987], [0.024, -0.299, -0.188], [0.014, -0.349, -0.333], [-0.718, -0.252, 0.574], [-0.045, 0.090, 0.903], [-0.082, 1.295, 1.166], [-0.490, -0.592, -0.443], [0.479, -0.209, 0.071], [0.551, 0.252, -0.162], [0.248, 0.136, -0.185], [-0.139, 0.009, -0.862], [-0.183, -0.262, -0.262], [0.409, 0.075, -0.332], [-0.163, 0.075, -0.301], [0.425, 0.101, -0.214], [0.094, -0.306, -0.064]], "total_energy_ha": -1196.0493, "total_charge": -1, "e_above_lowest_kj_mol": 0.0, "homo_ev": -4.618, "max_force_ha_per_bohr": 0.0339}